Here is an isolated molecule of C3H3N3 at a distorted geometry from the Open Molecules 2025 dataset. Energies are from the ωB97M-V functional and the def2-TZVPD basis.

Structure (XYZ):
```
9
Properties=species:S:1:pos:R:3:nbo_charge:R:1
N 0.3310 0.4664 -1.1483 -0.820
C -0.0369 0.1608 0.8248 -0.256
C -0.9051 0.2059 -0.3497 0.229
N -2.0952 0.1222 -0.5817 -0.125
C 0.4596 -1.0519 1.3753 0.201
N 0.8910 -2.0532 1.7752 -0.293
H 0.4772 1.3782 -1.5801 0.404
H 0.7113 -0.3025 -1.6972 0.409
H 0.1671 1.0741 1.3818 0.252
```

The strongest force on any atom comes out at 3.891 eV/Å. As for the energy above the lowest of the compared OMol25 structures with the same formula, charge and spin: 450.9 kJ/mol. For the molecular weight, the calculation gives 81.08 g mol⁻¹.